[1]
Below is a 9-piece molecular cluster, C28H80N5O12 overall at a distorted geometry, with properties calculated with the ωB97M-V functional and the def2-TZVPD basis.

Output
energy relative to the best compared isomer or geometry (same formula, charge and spin) = 63.3 kcal/mol
max |F| = 16.2 eV/A
E_tot = -62321.401 eV
E_HOMO = -10.70 eV
net charge = +1

Geometry (Å):
N -1.43166 -1.07310 1.53300
H -2.02366 -0.50110 1.81200
H -1.64466 -2.09910 1.63900
H -0.47066 -0.97010 1.89400
H -1.33366 -0.96410 0.63400
C -3.08966 -3.53910 1.50000
O -2.24166 -2.84010 0.60000
H -3.60866 -4.24510 0.83500
H -3.92266 -3.18710 1.98400
H -2.63066 -4.09410 2.10000
H -2.32966 -2.83610 -0.40000
C -5.61666 -0.69710 1.99100
O -4.47866 -0.48910 2.74100
H -6.59466 -0.50210 2.70500
H -5.59966 -1.62510 1.51400
H -5.71466 0.10390 1.18300
H -4.84166 -0.32810 3.67300
C -0.73966 -3.79510 3.89100
O -2.06266 -3.63010 3.37000
H -0.09666 -3.03910 3.38600
H -0.53766 -4.85410 3.52300
H -0.70366 -3.48310 4.90000
H -2.68766 -4.30410 3.64700
C -2.04566 0.56290 4.87200
O -1.18466 0.80890 3.85800
H -2.43066 1.39090 5.30300
H -1.54366 -0.10510 5.55100
H -2.74566 -0.16110 4.41900
H -0.41666 1.09490 4.19300
C 0.76834 -7.15610 1.00300
O 0.92234 -6.02510 0.08900
C 1.04134 -4.81610 0.77000
C 1.45234 -3.73610 -0.29900
N 1.42834 -2.46610 0.39000
C 1.60734 -1.33110 -0.45100
C 2.13834 -0.13610 0.23200
O 1.10334 0.25990 1.08500
C 1.22934 1.68690 1.48400
H -0.11466 -6.88010 1.40600
H 1.38534 -7.32110 1.77100
H 0.76434 -7.98910 0.37500
H 1.64634 -5.01110 1.66000
H 0.19234 -4.73410 0.86500
H 0.73134 -3.78610 -1.24100
H 2.42634 -3.95810 -0.68800
H 2.25434 -2.41910 1.11400
H 0.75034 -0.86210 -0.91300
H 2.38434 -1.45510 -1.28000
H 2.45534 0.66790 -0.46300
H 3.04334 -0.29510 0.91300
H 2.00834 1.66390 1.99300
H 0.33534 2.01090 1.99100
H 1.34034 2.37190 0.39800
C -3.39666 -4.25110 -2.48200
O -2.49566 -3.24710 -2.27700
C -1.41466 -3.22910 -3.13200
C -0.37066 -2.16610 -2.77100
N 0.77434 -2.21210 -3.75500
C 1.78934 -1.23710 -3.19200
C 2.93134 -1.38010 -4.17600
O 3.96934 -0.49110 -3.76600
C 5.11834 -0.48310 -4.61400
H -4.07466 -4.19610 -1.64400
H -2.99366 -5.20710 -2.51300
H -4.06766 -4.11510 -3.53000
H -1.91466 -3.29810 -4.13700
H -0.95866 -4.17710 -3.04200
H -0.11066 -2.25210 -1.61200
H -0.85166 -0.99110 -2.76100
H 0.47934 -1.86710 -4.71500
H 2.30334 -1.69810 -2.29800
H 1.48834 -0.29410 -3.13600
H 2.62334 -1.33910 -5.28900
H 3.33134 -2.38710 -4.17000
H 4.85034 -0.58110 -5.76900
H 5.97034 -1.17010 -4.41700
H 5.45134 0.58590 -4.41700
C -3.56766 0.66790 -1.40700
O -2.69366 1.18190 -0.42000
C -3.32966 2.28590 0.21200
C -2.47966 2.86490 1.34200
N -2.99666 4.11490 1.98300
C -2.00866 4.71590 2.79300
C -2.86066 5.67790 3.75900
O -3.64666 4.89090 4.53200
C -4.23266 5.61290 5.69200
H -4.65966 0.48690 -1.12700
H -3.11766 -0.07610 -1.79100
H -3.62266 1.18690 -2.29700
H -4.34566 1.89890 0.65000
H -3.70566 3.04390 -0.51500
H -1.43866 3.17190 0.82300
H -2.16866 2.25490 2.14300
H -3.66766 3.77590 2.68000
H -1.36366 5.40290 2.21700
H -1.35166 4.01290 3.57000
H -3.36066 6.21990 2.92600
H -2.06566 6.30990 4.24100
H -3.47566 6.22590 6.15000
H -4.86666 4.66690 6.23500
H -5.05866 6.37890 5.35600
C 8.48834 4.80790 -3.45200
O 7.50034 3.88890 -3.40600
C 6.26834 4.33290 -2.80700
C 5.35234 3.18590 -3.09900
N 4.05034 3.52290 -2.40900
C 3.18134 2.38590 -2.35400
C 1.89934 2.55690 -1.61000
O 1.05234 1.38190 -1.59300
C -0.20266 1.52590 -0.98700
H 9.17734 4.54490 -4.23800
H 9.04534 4.71190 -2.59600
H 8.31234 5.83790 -3.36700
H 5.91234 5.25790 -3.09900
H 6.41734 4.58290 -1.66900
H 5.77434 2.22090 -2.63100
H 5.14534 2.95490 -4.18500
H 3.63234 4.25590 -2.89800
H 3.65934 1.55290 -1.96000
H 2.97634 1.88990 -3.32400
H 1.12234 3.16190 -2.12000
H 1.95834 3.16290 -0.79200
H -0.24066 1.68490 0.09500
H -0.43866 0.43990 -1.00900
H -0.91666 1.97890 -1.67700

---

[2]
Below is a 12-piece molecular cluster, C28H80O12 overall at a distorted geometry, with properties calculated with the ωB97M-V functional and the def2-TZVPD basis.

Output
energy relative to the best compared isomer or geometry (same formula, charge and spin) = 40.9 kcal/mol
max |F| = 2.1 eV/A
E_tot = -54900.844 eV
E_HOMO = -9.31 eV
SMILES = CC(C)O.CC(C)O.CC(C)O.CC(C)O.CC(C)O.CC(C)O.CC(C)O.CC(C)O.CO.CO.CO.CO

Geometry (Å):
C -2.03235 3.54291 -2.12961
O -3.37616 3.17603 -1.70755
H -2.07563 3.91836 -3.15017
H -1.61307 4.30367 -1.47288
H -1.45373 2.62551 -2.07393
H -4.00300 3.72120 -2.18883
C 1.01135 -1.19380 -4.02752
O 2.19502 -0.39843 -4.16259
H 1.25832 -2.09810 -3.48102
H 0.17924 -0.59548 -3.66271
H 0.70785 -1.47168 -5.04688
H 2.93786 -0.98967 -4.34396
C 3.52909 -3.18740 1.47605
O 4.15695 -2.61672 2.59309
H 4.21782 -3.49798 0.68433
H 2.92254 -4.07156 1.70699
H 2.85091 -2.48877 0.96833
H 3.62471 -1.86455 2.87730
C -2.03735 0.66193 4.29397
O -2.37182 0.38365 2.93581
H -1.89594 1.72268 4.49079
H -2.66559 0.09060 4.97535
H -1.03908 0.20997 4.41504
H -2.40104 1.20045 2.42837
C 1.53964 1.52022 3.57303
C 2.76379 0.61400 3.56803
C 3.75227 1.06878 4.65542
O 2.31781 -0.71832 3.87869
H 1.05847 1.49125 4.55174
H 0.82843 1.25841 2.78432
H 1.73419 2.56709 3.31468
H 3.23929 0.62472 2.59034
H 3.19944 1.45639 5.51447
H 4.42637 1.83389 4.26950
H 4.33213 0.22674 5.03400
H 1.81611 -0.67179 4.69780
C -2.02244 -4.30480 -1.66049
C -0.62392 -3.77597 -1.95417
C 0.43489 -4.52151 -1.15080
O -0.32778 -3.91097 -3.34315
H -2.20193 -4.53720 -0.60873
H -2.23272 -5.24834 -2.17690
H -2.79773 -3.62268 -2.01533
H -0.56831 -2.70942 -1.73420
H 1.42867 -4.25191 -1.51638
H 0.37279 -5.59392 -1.36209
H 0.34586 -4.31332 -0.08598
H -0.45218 -4.83255 -3.59146
C -3.22360 4.96931 1.54896
C -3.15142 3.53061 2.02084
C -4.53111 2.95890 2.33301
O -2.54934 2.73227 0.98309
H -2.24250 5.33689 1.24861
H -3.71887 5.59442 2.29537
H -3.85822 5.08255 0.66140
H -2.51551 3.47043 2.90622
H -5.14767 3.05399 1.43307
H -5.01122 3.44354 3.18099
H -4.47214 1.88004 2.48279
H -2.93340 2.97004 0.12403
C 1.78071 0.54695 -0.37163
C 0.32870 0.99021 -0.35579
C -0.55557 0.00685 0.40922
O 0.27076 2.27245 0.25506
H 2.09436 0.13446 0.59031
H 2.42387 1.37383 -0.67697
H 1.95909 -0.24544 -1.10480
H 0.03352 1.02431 -1.41429
H -1.50014 0.52217 0.55879
H -0.07564 -0.41443 1.29009
H -0.79710 -0.86790 -0.20806
H -0.60004 2.42716 0.65075
C 4.90518 -1.74313 -2.25448
C 5.58062 -2.08268 -3.58271
C 5.86056 -3.56298 -3.68534
O 4.70149 -1.66588 -4.62920
H 5.61027 -1.89137 -1.43273
H 4.10617 -2.44237 -1.99622
H 4.57809 -0.70627 -2.28536
H 6.50276 -1.49445 -3.60639
H 6.45903 -3.86888 -4.55203
H 4.97275 -4.19287 -3.67894
H 6.51558 -3.87176 -2.86030
H 5.14615 -1.69767 -5.48036
C -3.12500 -3.57205 2.85733
C -1.89982 -4.15974 3.57753
C -0.58006 -4.01192 2.84026
O -1.78946 -3.61854 4.91227
H -3.81934 -4.38702 2.64248
H -2.87619 -3.10433 1.90511
H -3.63983 -2.87013 3.50962
H -2.03972 -5.22435 3.77831
H -0.38886 -2.98638 2.51042
H -0.56459 -4.68537 1.98008
H 0.24773 -4.28562 3.49506
H -1.89359 -2.66446 4.82508
C -6.01621 -0.59263 -1.85478
C -4.56289 -0.80597 -1.49422
C -3.61938 -0.55731 -2.67952
O -4.21471 -0.00036 -0.36175
H -6.33209 0.44834 -1.90909
H -6.65893 -1.02472 -1.07571
H -6.33224 -1.15719 -2.73560
H -4.37350 -1.79886 -1.08244
H -4.18735 -0.65948 -3.60412
H -2.76860 -1.23851 -2.64555
H -3.19044 0.44888 -2.71361
H -3.74581 0.80369 -0.60503
C 1.20210 6.11352 -2.45789
C 2.48479 5.90802 -1.67011
C 2.45825 4.67027 -0.78637
O 3.59596 5.79936 -2.58473
H 0.31434 6.12518 -1.82379
H 1.16081 5.30728 -3.19227
H 1.21608 7.09349 -2.93611
H 2.62068 6.78168 -1.01918
H 1.55653 4.71314 -0.16438
H 3.28245 4.57497 -0.08229
H 2.37168 3.76940 -1.39376
H 4.17103 6.54281 -2.38835

---

[3]
Below is a 10-piece molecular cluster, C28H81BF4N7O9 overall at a distorted geometry, with properties calculated with the ωB97M-V functional and the def2-TZVPD basis.

Output
energy relative to the best compared isomer or geometry (same formula, charge and spin) = 10.3 kcal/mol
max |F| = 2.8 eV/A
E_tot = -70757.857 eV
E_HOMO = -6.27 eV
net charge = -1

Geometry (Å):
B 0.10290 -0.79330 -0.17798
F 1.17851 -0.95279 0.64283
F -0.50386 -2.01111 -0.36734
F -0.76266 0.03960 0.43478
F 0.43432 -0.28928 -1.37789
C 4.45160 -3.21871 3.80554
C 3.69136 -3.07326 2.49624
C 3.19277 -4.46944 1.99197
O 4.21936 -5.48300 1.76904
C 4.99443 -5.26079 0.57841
N 2.51230 -2.24643 2.75253
H 5.44297 -3.66312 3.71717
H 3.87844 -3.67381 4.61329
H 4.70884 -2.27342 4.28339
H 4.36032 -2.49589 1.85808
H 2.62308 -4.31822 1.07508
H 2.43033 -4.91822 2.62867
H 4.25954 -5.06672 -0.20287
H 5.58609 -6.16268 0.42149
H 5.68418 -4.41690 0.59314
H 1.94715 -2.08528 1.93111
H 2.75605 -1.32128 3.07621
C -0.72325 -3.35220 -5.34310
C -0.58080 -2.52204 -4.08545
C -0.82801 -1.06739 -4.38136
O 0.16447 -0.64204 -5.32957
C -0.09163 0.61526 -5.96429
N -1.35848 -3.12116 -2.99978
H -1.77672 -3.34152 -5.62271
H -0.47061 -4.39460 -5.14900
H -0.16020 -3.00763 -6.21049
H 0.42758 -2.47004 -3.67492
H -0.82963 -0.41574 -3.50761
H -1.77596 -0.98902 -4.91367
H -1.04355 0.60660 -6.49521
H 0.73700 0.99789 -6.56016
H -0.24670 1.39025 -5.21366
H -1.22155 -4.11582 -2.89013
H -0.97669 -2.67881 -2.17598
C -2.03634 -4.02117 6.25072
C -2.42458 -3.71712 4.80896
C -2.42081 -2.17181 4.36145
O -1.14867 -1.57862 4.72404
C -0.66558 -0.73860 3.69143
N -1.54633 -4.52842 4.04515
H -1.01411 -3.67197 6.39626
H -2.14865 -5.08387 6.46554
H -2.68263 -3.60742 7.02482
H -3.40283 -4.14336 4.58661
H -3.19034 -1.71165 4.98128
H -2.63259 -2.06758 3.29731
H -0.77781 -1.38077 2.81786
H 0.35541 -0.38484 3.83474
H -1.19649 0.20947 3.60531
H -1.42363 -4.22522 3.08957
H -0.61504 -4.41991 4.42071
C 4.20126 0.51949 -4.18125
C 3.77551 1.98327 -3.93814
C 2.62279 2.17573 -2.97305
O 1.82230 3.35247 -3.15211
C 1.04488 3.59481 -1.93683
N 4.96188 2.69940 -3.52361
H 3.34330 -0.11336 -4.40817
H 4.77593 0.08147 -3.36516
H 4.85315 0.33669 -5.03550
H 3.54408 2.37248 -4.92963
H 2.99087 2.10650 -1.94942
H 1.97285 1.30142 -2.93752
H 0.21390 4.24993 -2.19831
H 1.49786 3.96059 -1.01534
H 0.65114 2.64924 -1.56406
H 4.75364 3.67873 -3.39077
H 5.68220 2.69706 -4.23159
C -3.61389 -2.04849 0.31480
C -4.58021 -1.22513 -0.53710
C -3.76237 -0.49155 -1.61128
O -4.58920 0.36338 -2.40060
C -4.09704 0.97292 -3.60951
N -5.52075 -2.00873 -1.28859
H -4.07370 -2.59607 1.13751
H -2.80472 -1.40296 0.65629
H -3.05840 -2.78964 -0.25985
H -5.14055 -0.56330 0.12328
H -3.31216 -1.23933 -2.26414
H -2.99223 0.17908 -1.23017
H -4.85036 1.60086 -4.08520
H -3.84847 0.20180 -4.33869
H -3.20214 1.58964 -3.52628
H -5.72803 -1.25436 -1.92737
H -6.40640 -2.12808 -0.81796
C 2.72022 1.80346 3.32660
C 1.54522 1.90923 2.30568
C 0.73783 3.25250 2.38895
O 0.36800 3.45963 3.75550
C -0.34297 4.64142 3.97343
N 2.09105 1.68755 1.00785
H 3.21214 0.83339 3.25534
H 2.31918 1.95662 4.32850
H 3.48353 2.56250 3.15533
H 0.83841 1.12743 2.58371
H -0.17518 3.06580 1.82357
H 1.21042 4.11098 1.91169
H 0.06970 5.58751 3.62313
H -0.36699 4.67798 5.06255
H -1.35260 4.45710 3.60632
H 1.38291 1.66550 0.28803
H 2.32846 0.72172 0.83201
C -0.61946 6.45276 0.67791
C -2.00691 6.35460 -0.01482
C -2.61992 4.88942 0.01825
O -1.83464 3.91296 -0.62200
C -2.32658 2.59329 -0.75338
N -2.90847 7.42006 0.56314
H 0.12938 5.81623 0.20654
H -0.65316 6.10476 1.71031
H -0.30590 7.49649 0.69820
H -1.81050 6.57474 -1.06413
H -3.61110 5.01960 -0.41613
H -2.76803 4.64689 1.07056
H -2.59715 2.08010 0.16940
H -1.54489 1.97616 -1.19635
H -3.08654 2.49394 -1.52843
H -2.86434 7.31790 1.56699
H -2.36743 8.25008 0.36704
O -0.83844 -4.14829 1.32081
H -1.06747 -4.67801 0.55715
H -0.67293 -3.27480 0.96608
O 2.94490 -1.94840 -1.96097
H 2.48266 -2.41155 -1.26237
H 2.28841 -1.36026 -2.33427

---

[4]
Below is C28H81BN7O7Pb as an isolated structure at a distorted geometry, with properties calculated with the ωB97M-V functional and the def2-TZVPD basis.

Output
energy relative to the best compared isomer or geometry (same formula, charge and spin) = 0.0 kcal/mol
max |F| = 1.6 eV/A
E_tot = -61029.202 eV
E_HOMO = -11.37 eV
net charge = +1

Geometry (Å):
Pb -0.70508 -2.92223 0.46993
B 0.40920 -0.64870 -0.00193
H 1.33038 -1.37610 0.29269
H -0.31636 -0.53427 0.97184
H 0.86195 0.40512 -0.34673
H -0.27130 -1.17513 -0.85650
C -5.01267 -1.24546 -0.98014
C -3.76390 -2.12201 -0.76363
C -2.86583 -2.07358 -1.97948
O -1.81373 -3.03652 -1.81080
C -1.00071 -3.23921 -2.95252
N -3.00611 -1.67518 0.43816
H -5.81013 -1.57315 -0.31043
H -5.43295 -1.37528 -1.97929
H -4.73223 -0.20792 -0.80415
H -4.06921 -3.15790 -0.59521
H -2.42021 -1.08602 -2.14694
H -3.44369 -2.34775 -2.86706
H -1.63909 -3.40889 -3.82954
H -0.48415 -4.18951 -2.82804
H -0.32048 -2.40984 -3.15771
H -2.79595 -0.66993 0.29360
H -3.70651 -1.49344 1.16959
C 3.78169 0.75446 2.41621
C 2.81059 1.90388 2.59870
C 3.04057 2.99478 1.56460
O 2.16143 4.06416 1.85093
C 2.48662 5.25480 1.17427
N 1.42609 1.41019 2.61984
H 3.50807 0.12321 1.55994
H 3.73651 0.07786 3.27432
H 4.81876 1.07200 2.31584
H 2.99627 2.36168 3.57704
H 2.78477 2.60430 0.56286
H 4.08932 3.31232 1.59254
H 2.26711 5.20466 0.09993
H 3.54445 5.51938 1.28532
H 1.89475 6.05021 1.62427
H 0.83265 2.23691 2.61899
H 1.26329 0.96432 1.72017
C 3.72619 -4.87560 0.19542
C 2.29226 -4.60713 0.65208
C 2.37495 -3.57898 1.77258
O 1.09174 -3.17727 2.23541
C 1.12752 -2.10364 3.17669
N 1.42618 -4.16006 -0.49353
H 4.25916 -3.96182 -0.06567
H 3.72489 -5.53951 -0.67073
H 4.27850 -5.38147 0.98919
H 1.88218 -5.53218 1.06471
H 2.92495 -2.70501 1.38869
H 2.93380 -3.96605 2.62961
H 0.12449 -1.74873 3.39289
H 1.74688 -1.29339 2.79022
H 1.59562 -2.44558 4.10609
H 1.54863 -4.93494 -1.14747
H 1.99466 -3.42719 -0.97549
C 5.11201 -1.99834 -2.60687
C 4.12422 -1.33809 -1.64866
C 4.17226 0.17091 -1.73905
O 5.46704 0.61952 -1.42451
C 5.55496 2.02018 -1.42361
N 2.77837 -1.88014 -1.89555
H 6.14088 -1.74229 -2.33710
H 4.97246 -1.61580 -3.62154
H 5.09555 -3.08654 -2.55891
H 4.44214 -1.65389 -0.64710
H 3.49521 0.59547 -0.97071
H 3.79586 0.50790 -2.71647
H 5.40012 2.44553 -2.42417
H 6.56069 2.31114 -1.12579
H 4.82853 2.45415 -0.72181
H 2.47259 -1.57309 -2.82050
H 2.12271 -1.36949 -1.30839
C 2.24408 2.76146 -3.92795
C 0.89597 2.05201 -3.92428
C 0.92672 0.61492 -3.43667
O 1.64519 -0.28482 -4.26795
C 0.99475 -0.59882 -5.46536
N -0.16046 2.76672 -3.19539
H 2.69847 2.82306 -2.93345
H 2.11170 3.79843 -4.24217
H 2.92536 2.26409 -4.62033
H 0.55931 1.99219 -4.96411
H -0.09149 0.25915 -3.23320
H 1.43305 0.57442 -2.46323
H 0.87055 0.23280 -6.16557
H -0.02143 -0.99576 -5.30468
H 1.55121 -1.37922 -5.98364
H 0.17359 2.97214 -2.25388
H -0.26976 3.69248 -3.60008
C -7.80573 -0.52628 3.45123
C -6.51357 -0.83748 2.76039
C -5.34137 -0.46213 3.66007
O -4.14108 -0.73273 2.95212
C -3.02450 -0.04433 3.45553
N -6.48542 -2.25705 2.36914
H -7.94012 -1.04549 4.40153
H -8.68791 -0.62068 2.81886
H -7.84877 0.53963 3.72001
H -6.40969 -0.22602 1.85854
H -5.35702 -1.07205 4.57682
H -5.38646 0.58400 3.98264
H -3.12310 1.03904 3.28712
H -2.16310 -0.27911 2.81784
H -2.80467 -0.23901 4.50642
H -6.67773 -2.81194 3.19756
H -5.55032 -2.50553 2.06563
C -0.81449 3.23515 0.16929
C -1.90100 2.27568 0.67268
C -3.21390 2.98097 1.02211
O -3.33183 3.28699 2.40675
C -2.58217 4.40557 2.83503
N -2.15366 1.18564 -0.31245
H 0.08102 2.65905 -0.08489
H -0.49311 3.91309 0.96037
H -1.16171 3.78525 -0.70712
H -1.53095 1.81838 1.59630
H -4.02865 2.26797 0.87982
H -3.35818 3.88838 0.42439
H -1.51214 4.17882 2.88388
H -2.93735 4.66232 3.83024
H -2.74020 5.26036 2.16757
H -1.26588 0.69645 -0.38288
H -2.30440 1.67701 -1.19207